{"formula": "CH4OS2", "method": "ωB97M-V with the def2-TZVPD basis set", "elements": ["C", "O", "S", "S", "H", "H", "H", "H"], "positions_angstrom": [[-0.561261, 0.695338, -0.789922], [1.909546, 0.790605, 0.005558], [-0.899956, 0.959199, 0.794098], [1.053725, 0.668900, -1.392881], [-0.806400, -1.700296, 1.024337], [-1.301538, 0.448921, -1.577245], [-0.582678, -2.490476, 1.276163], [1.188562, 0.627810, 0.659891]], "forces_ev_per_angstrom": [[0.44, -0.04, -0.24], [-0.45, -0.05, -0.99], [-0.17, -0.19, -0.56], [-0.37, -0.17, 0.56], [0.77, -2.81, 0.90], [0.39, 0.38, 0.49], [-0.76, 2.67, -0.88], [0.16, 0.21, 0.72]], "homo_energy_ev": -9.23, "spin_multiplicity": 1, "homo_lumo_gap_ev": 8.644, "relative_energy_kcal_mol": 38.0, "lumo_ev": -0.59, "mol_weight_g_mol": 96.2}